Model 1:
Formula: C3H8NS
Source: the Open Molecules 2025 dataset
Level of theory: wB97M-V/def2-TZVPD

M: 90.17 g mol⁻¹
Net charge: +1
Frontier orbital gap: 8.94 eV
HOMO level: -0.5537 Eh

Last column: Mulliken charge in e.
Element x y z (Å)
H1 -0.3875 2.0212 0.6954  0.2514
S1 -2.9065 -0.0256 -0.1114  -0.0050
H2 0.6904 -0.9744 -1.4604  0.4395
C1 -1.5387 -0.8272 0.1630  -0.1799
H3 -2.3365 1.2294 -0.2600  0.3239
C2 0.8277 -0.8149 -0.4065  -1.4817
H4 0.0660 1.4876 -0.8350  0.2538
H5 1.8017 -0.3144 -0.1853  0.3761
N1 -0.5355 1.3398 -0.0471  -0.6429
C3 -0.2681 -0.0818 0.3226  0.5639
H6 -1.7600 -1.8425 0.2459  0.3776
H7 0.1840 -0.2091 1.6663  0.2998
H8 1.0001 -1.7877 0.0622  0.4234


Model 2:
Formula: C3H8NS
Source: the Open Molecules 2025 dataset
Level of theory: wB97M-V/def2-TZVPD

M: 90.17 g mol⁻¹
Net charge: +1
Frontier orbital gap: 9.19 eV
HOMO level: -0.5143 Eh

Last column: Mulliken charge in e.
Element x y z (Å)
H1 0.8408 -1.2789 -1.0330  0.4239
H2 -2.2965 0.2293 0.5906  0.4280
H3 -1.5003 -1.3310 0.1897  0.3380
C1 0.9691 -0.7638 -0.0851  -0.6908
H4 3.1319 0.2562 -1.3567  0.2231
H5 1.0068 -1.4471 0.7753  0.3484
S1 2.7153 0.0155 -0.0120  -0.2758
C2 -0.0799 0.2136 0.1472  0.7947
N1 0.2341 1.4842 0.4494  -0.2783
H6 1.1505 1.9536 0.3087  0.2438
H7 -0.5488 2.0018 0.6289  0.2475
C3 -1.4806 -0.2458 0.0758  -1.1581
H8 -1.5641 -0.0640 -1.0335  0.3558


It is model 1 that is the least stable of them.


Model 1:
Formula: C17H20N2O5S
Source: the Open Molecules 2025 dataset
Level of theory: wB97M-V/def2-TZVPD

M: 364.42 g mol⁻¹
Net charge: 0
Frontier orbital gap: 8.34 eV
HOMO level: -0.3167 Eh

Last column: Mulliken charge in e.
Element x y z (Å)
C1 -4.2366 0.9772 0.6643  -0.5700
H1 0.3845 2.7707 -0.5286  0.3641
O1 0.5445 0.6328 -2.0684  -0.8151
H2 -3.9631 -3.4731 0.1216  0.4959
H3 1.5536 2.5721 0.8001  0.2010
C2 -3.6799 2.1752 0.2590  -0.6238
H4 -5.2901 0.7832 0.5471  0.4486
H5 3.8051 -0.8273 -1.9190  0.3785
C3 -2.3170 2.4041 0.3627  -0.5512
C4 4.3168 -1.1521 0.7464  -0.3081
H6 5.3961 -1.6764 2.5428  0.3826
C5 3.1236 -0.2268 -1.3080  -0.9385
C6 -3.7551 -2.4198 -0.0480  -0.7733
N1 -1.3767 -2.9333 0.0317  -0.9063
C7 -2.6423 -0.1123 -1.9575  0.4622
H7 0.1168 3.5910 1.0411  0.4438
S1 -4.0484 -1.6169 1.5948  -0.1703
C8 -2.3512 -2.1990 -0.4334  0.2501
H8 -1.0266 0.9229 -2.3475  0.4574
H9 1.9068 -1.8190 -0.6412  0.3065
C9 -2.0541 0.2352 1.3591  -0.2478
C10 -1.8226 -1.1010 -1.1969  0.8035
O2 -2.0195 0.9283 -2.4702  -0.5535
H10 4.3133 -0.2972 2.7299  0.3224
H11 -1.4162 -0.5124 1.8062  0.5487
C11 -1.4912 1.4326 0.9176  0.6620
H12 -1.9123 3.3342 -0.0017  0.3984
C12 0.4985 2.6879 0.5566  -0.9596
O3 -0.2109 -2.3842 -0.3651  -0.2223
O4 -0.1363 1.5285 1.0471  -0.3871
H13 5.8409 -0.1085 1.8683  0.3390
C13 0.6942 -0.4413 -1.4889  0.4972
C14 3.7692 0.0885 0.0421  -0.2886
C15 5.0102 -0.7859 2.0531  -1.3553
C16 -3.4074 0.0055 1.2000  0.0308
O5 -3.8274 -0.2790 -2.1019  -0.5751
H14 -4.3096 2.9376 -0.1726  0.3629
N2 1.8809 -0.9452 -1.1461  -0.1264
H15 3.5046 -1.8497 0.9624  0.2953
H16 2.8853 0.6950 -1.8428  0.3778
C17 -0.4571 -1.2758 -1.0910  0.4767
H17 5.0272 -1.6578 0.0881  0.2903
H18 -4.4371 -1.9761 -0.7700  0.3127
H19 4.5855 0.7930 -0.1262  0.3950
H20 3.0308 0.5745 0.6829  0.0691


Model 2:
Formula: C17H20N2O5S
Source: the Open Molecules 2025 dataset
Level of theory: wB97M-V/def2-TZVPD

M: 364.42 g mol⁻¹
Net charge: 0
Frontier orbital gap: 8.00 eV
HOMO level: -0.3065 Eh

Last column: Mulliken charge in e.
Element x y z (Å)
N1 -0.2191 -3.2180 -0.5034  -0.0809
C1 1.9443 -4.1639 0.2671  -0.5544
C2 -0.6333 2.3574 1.0515  0.1907
O1 0.9614 -2.3018 -2.2041  -0.8521
C3 -1.8216 0.9032 -1.1584  0.3602
S1 -0.8623 3.3010 -0.4403  -0.1519
C4 0.6716 2.0386 1.4077  -0.5156
C5 -0.7866 0.1904 -1.8500  0.4887
C6 1.4877 -2.2370 1.8994  -0.8165
H1 -2.1467 2.6629 -2.3121  0.5670
O2 2.1404 0.9200 2.9962  -0.4224
H2 1.4741 2.3865 0.7774  0.4662
C7 -1.4627 1.1782 2.9519  -0.5220
N2 -2.3611 0.1440 -0.2411  -0.6348
C8 -0.1746 0.8484 3.3167  -0.4194
C9 0.5879 -4.4146 -0.3995  -0.9568
H3 2.4996 -5.1023 0.2184  0.3768
H4 1.7064 -1.9086 2.9123  0.5129
H5 2.8600 -3.8501 2.1653  0.3426
H6 0.0167 -5.1562 0.1602  0.4631
H7 1.0645 -0.9055 -3.0601  0.4544
O3 -0.2902 1.8079 -3.4752  -0.5749
H8 -2.7144 2.2081 1.5512  0.4121
C10 -0.0105 0.7347 -3.0061  0.6066
H9 1.1729 -4.3378 2.2766  0.2962
H10 0.7642 -4.7852 -1.4137  0.3316
H11 -2.2928 0.8411 3.5535  0.4023
H12 -0.9450 -3.0607 0.1787  0.3803
H13 2.4896 -3.4252 -0.3223  0.2988
C11 0.0666 -2.2395 -1.3659  0.6276
C12 -1.7063 1.9441 1.8231  -0.5425
H14 2.0597 -1.6132 1.2156  0.1939
H15 4.1317 0.9783 2.8325  0.2381
C13 1.8713 -3.7042 1.7251  -0.6386
H16 3.3235 2.4586 2.2594  0.3678
H17 0.4301 -2.0606 1.7195  0.1265
H18 0.0253 0.2560 4.1952  0.4329
O4 -1.7376 -1.0527 -0.2703  -0.2521
H19 3.2876 0.9764 1.2647  0.3199
C14 0.9086 1.2889 2.5521  0.5580
C15 3.2724 1.3660 2.2878  -0.8822
C16 -2.1826 2.3238 -1.2789  -0.9726
H20 -3.1445 2.5301 -0.8149  0.4486
C17 -0.7853 -1.0396 -1.2246  0.1086
O5 0.9649 -0.0089 -3.4876  -0.5824


It is model 2 that is the least stable of them.